C50H65BBrCsN10O2PS3 | the ωB97M-V functional and the def2-TZVPD basis

Last column: Mulliken charge in e.
Element x y z (Å)
Cs -0.5579 -0.3748 -0.1374  1.815
C 0.2214 -0.1469 -5.7051  -1.701
C 1.3181 -0.3291 -4.7068  -1.374
C 2.3575 -1.1570 -4.9337  -0.329
C 3.3718 -1.3365 -3.9496  0.061
N 3.3657 -0.6475 -2.8606  -0.141
N 2.3418 0.2182 -2.6186  1.034
B 2.7686 1.2619 -1.5504  -2.115
N 2.7333 2.7051 -2.1868  0.947
N 3.1693 3.1679 -3.3492  -0.648
C 2.8497 4.4151 -3.6000  0.107
C 2.0804 5.1855 -2.6840  -0.328
C 1.6060 4.6697 -1.5155  0.090
C 0.7491 5.3977 -0.5292  -1.250
C 1.9670 3.3275 -1.3098  0.842
S 1.6184 2.0842 -0.1477  -0.285
C 3.3094 5.0208 -4.9142  2.017
C 4.1809 6.2492 -4.6160  -1.524
C 4.1191 4.0107 -5.7202  -1.606
C 2.0701 5.4418 -5.7206  -1.634
N 4.1315 0.9398 -0.9424  0.303
N 5.1321 1.6120 -1.5380  -0.355
C 6.3409 1.4339 -1.1010  -0.165
C 6.5888 0.5656 -0.0039  -0.650
C 5.5789 -0.1208 0.5848  0.414
C 5.8037 -1.0506 1.7340  -1.787
C 4.2501 0.0483 0.0601  0.765
S 2.9049 -0.8174 0.6091  -0.322
C 7.4279 2.1786 -1.8738  2.482
C 7.0045 3.6371 -2.0761  -1.580
C 7.5702 1.5011 -3.2436  -1.521
C 8.7694 2.1375 -1.1413  -2.396
C 1.2635 0.3726 -3.4388  1.759
S -0.0780 1.2977 -3.0062  -0.183
C 4.5289 -2.3014 -4.1594  2.510
C 3.9682 -3.6923 -4.4776  -1.593
C 5.3739 -1.7940 -5.3378  -1.743
C 5.4051 -2.3761 -2.9115  -1.636
H 0.4792 -0.6356 -6.6438  0.464
H 0.0263 0.9115 -5.8764  0.358
H -0.7118 -0.5687 -5.3265  0.103
H 2.4213 -1.6940 -5.8731  0.494
H 1.8479 6.2135 -2.9366  0.430
H 0.5630 6.4229 -0.8449  0.385
H 1.2261 5.4121 0.4527  0.318
H -0.2080 4.8851 -0.4110  0.231
H 5.0649 5.9721 -4.0368  0.247
H 3.6374 7.0171 -4.0613  0.331
H 4.5167 6.6983 -5.5524  0.471
H 5.0195 3.7006 -5.1862  0.166
H 4.4159 4.4722 -6.6634  0.485
H 3.5389 3.1130 -5.9391  0.259
H 1.4761 6.1949 -5.1979  0.328
H 1.4262 4.5830 -5.9233  0.307
H 2.3815 5.8703 -6.6754  0.471
H 7.5974 0.4452 0.3690  0.494
H 6.8506 -1.0466 2.0346  0.413
H 5.5058 -2.0659 1.4670  0.316
H 5.1788 -0.7654 2.5821  0.338
H 6.0498 3.6946 -2.6023  0.127
H 7.7623 4.1597 -2.6647  0.463
H 6.9014 4.1536 -1.1179  0.414
H 6.6274 1.5565 -3.7932  0.107
H 7.8461 0.4474 -3.1394  0.343
H 8.3471 1.9988 -3.8290  0.518
H 8.6979 2.5589 -0.1355  0.465
H 9.4994 2.7290 -1.6961  0.429
H 9.1670 1.1231 -1.0631  0.434
H 3.3641 -3.6990 -5.3872  0.331
H 3.3479 -4.0631 -3.6561  0.131
H 4.7891 -4.3968 -4.6251  0.488
H 4.7991 -1.7602 -6.2667  0.337
H 6.2262 -2.4578 -5.4982  0.475
H 5.7543 -0.7904 -5.1344  0.242
H 4.8297 -2.6820 -2.0336  0.227
H 5.8583 -1.4090 -2.6834  -0.078
H 6.2019 -3.1037 -3.0800  0.552
O 0.5043 -8.0498 3.6433  -0.588
N 0.4547 -7.5627 2.5371  0.997
O 0.6094 -8.1714 1.4976  -0.573
C 0.0955 -6.1267 2.4298  0.178
C -0.7118 -5.6463 3.3811  -0.955
C -1.1568 -4.2848 3.3206  1.340
C -1.9611 -3.7255 4.3282  -0.634
C -2.3410 -2.4160 4.2337  -0.974
C -1.9247 -1.6865 3.1096  -0.402
N -1.1838 -2.1927 2.1436  0.237
C -0.7786 -3.4771 2.2481  -1.090
C 0.1180 -4.0167 1.2255  -0.408
N 0.4994 -3.1929 0.2254  1.456
C 1.4020 -3.6168 -0.6318  -1.541
C 1.9705 -4.8957 -0.5757  -1.152
C 1.5479 -5.7615 0.3933  -1.143
C 0.5861 -5.3332 1.3303  0.908
H -1.0256 -6.2877 4.1938  0.526
H -2.2606 -4.3365 5.1716  0.465
H -2.9459 -1.9449 4.9964  0.448
H -2.2201 -0.6456 2.9941  0.438
H 1.7046 -2.9154 -1.4055  1.150
H 2.7269 -5.1880 -1.2923  0.569
H 1.9507 -6.7623 0.4467  0.548
Br -1.2452 3.4803 2.4175  -0.160
C -2.9792 2.8630 1.9478  0.080
C -4.0636 3.7064 2.1276  -0.422
C -5.3078 3.2227 1.7622  -0.363
C -5.4143 1.9406 1.2415  -0.554
C -4.2611 1.1896 1.1125  -0.119
N -3.0499 1.6427 1.4648  -0.126
H -3.9325 4.6966 2.5386  0.438
H -6.1859 3.8445 1.8834  0.403
H -6.3692 1.5322 0.9411  0.427
H -4.2947 0.1812 0.7147  0.294
C -5.4722 -2.2761 -1.1174  -0.927
C -4.5296 -2.1972 -2.3168  -0.781
P -2.7570 -2.4202 -1.8651  0.102
C -2.0624 -2.6741 -3.5521  -1.152
C -0.5634 -2.9678 -3.5314  -0.676
C -2.7486 -4.1301 -1.1687  -0.166
C -3.4416 -5.2328 -1.9631  -1.463
H -6.4990 -2.0460 -1.4038  0.422
H -5.1814 -1.5748 -0.3313  -0.004
H -5.4737 -3.2741 -0.6744  0.259
H -4.6010 -1.2204 -2.8005  0.457
H -4.8139 -2.9390 -3.0670  0.431
H -2.2574 -1.7451 -4.0949  0.315
H -2.6086 -3.4640 -4.0713  0.515
H -0.0117 -2.1496 -3.0586  -0.161
H -0.1643 -3.0924 -4.5404  0.533
H -0.3403 -3.8826 -2.9762  0.425
H -3.1795 -4.0488 -0.1663  0.491
H -1.6962 -4.3815 -1.0050  -0.016
H -4.5018 -5.0230 -2.1133  0.279
H -3.3706 -6.1868 -1.4377  0.449
H -2.9880 -5.3726 -2.9457  0.274

Computed properties:
- HOMO energy (eV) = -9.9
- HOMO-LUMO gap (eV) = 7.34
- charge = +1

C36H30GeN3O3S5Ti | the ωB97M-V functional and the def2-TZVPD basis

Last column: Mulliken spin population.
Element x y z (Å)
Ti -0.1871 -0.1033 0.1334  0.108
S -3.3939 -1.1275 -2.9782  0.001
C -2.1534 -0.7844 -1.9596  0.004
S -1.7405 0.8411 -1.4520  -0.006
S -1.1140 -1.9824 -1.2309  -0.002
N 1.7760 -1.1698 0.2430  -0.001
C 2.8716 -1.1037 -0.6949  -0.005
C 4.1607 -0.8727 -0.2235  0.002
C 5.2137 -0.7763 -1.1151  0.000
C 4.9967 -0.9236 -2.4768  0.001
C 3.7106 -1.1448 -2.9370  0.000
C 2.6365 -1.2265 -2.0553  -0.001
S 6.3981 -0.8423 -3.6063  0.000
O 7.1251 -2.0809 -3.3553  0.000
O 5.7995 -0.7608 -4.9314  0.000
O 7.1130 0.3556 -3.1793  0.000
H 2.1148 -1.0567 1.1917  0.001
H 1.3251 -2.0876 0.2139  0.002
H 4.3345 -0.7597 0.8415  0.004
H 6.2173 -0.5831 -0.7610  0.000
H 3.5535 -1.2371 -4.0032  0.000
H 1.6278 -1.3909 -2.4188  -0.002
C -0.8482 -0.5542 1.8317  -0.027
Ge -2.6908 -0.9429 2.2030  -0.002
C -3.8882 0.5707 1.8140  -0.002
C -4.0675 1.5507 2.7904  0.004
C -4.8369 2.6792 2.5511  0.001
C -5.4493 2.8498 1.3176  -0.001
C -5.2727 1.8936 0.3302  0.000
C -4.4957 0.7710 0.5753  0.001
C -3.3569 -2.6144 1.4190  0.002
C -2.6095 -3.7640 1.6738  0.000
C -3.0012 -5.0006 1.1931  0.000
C -4.1606 -5.1133 0.4369  0.000
C -4.9184 -3.9846 0.1794  0.000
C -4.5206 -2.7483 0.6721  0.000
C -2.9026 -1.2321 4.1534  0.000
C -4.1518 -1.5365 4.6907  0.000
C -4.3225 -1.7482 6.0490  0.000
C -3.2347 -1.6597 6.9073  0.000
C -1.9834 -1.3628 6.3924  0.000
C -1.8249 -1.1529 5.0279  -0.001
H -0.4374 0.0462 2.6562  0.014
H -3.6042 1.4340 3.7656  0.001
H -4.9563 3.4275 3.3262  0.000
H -6.0477 3.7319 1.1229  0.000
H -5.7182 2.0289 -0.6478  0.000
H -4.3282 0.0762 -0.2374  -0.001
H -1.6883 -3.6862 2.2435  -0.001
H -2.3956 -5.8765 1.3940  0.000
H -4.4626 -6.0765 0.0433  0.000
H -5.8161 -4.0595 -0.4222  0.000
H -5.1325 -1.8848 0.4521  0.000
H -5.0142 -1.6117 4.0360  0.000
H -5.3051 -1.9840 6.4409  0.000
H -3.3636 -1.8239 7.9705  0.000
H -1.1253 -1.2943 7.0508  0.000
H -0.8386 -0.9306 4.6371  0.000
S 1.8968 6.0746 1.2988  0.013
C 1.3746 4.4411 0.9837  0.331
C 0.1367 3.9446 1.4506  -0.048
C -0.2255 2.6483 1.2478  0.210
N 0.5765 1.7370 0.5841  0.162
C 1.7736 2.2285 0.1132  0.167
C 2.1880 3.5136 0.2927  -0.031
C 2.8316 5.8720 2.8111  0.028
C 4.2139 6.0124 2.8215  0.014
C 4.8957 5.8562 4.0182  0.001
N 4.3079 5.5696 5.1755  0.004
C 2.9836 5.4255 5.1547  0.000
C 2.2086 5.5702 4.0184  -0.009
H -0.5533 4.5993 1.9687  0.002
H -1.1861 2.2764 1.5800  0.023
H 2.3963 1.5280 -0.4336  0.028
H 3.1486 3.8110 -0.1076  0.003
H 4.7509 6.2327 1.9087  0.000
H 5.9756 5.9613 4.0393  0.000
H 2.5115 5.1854 6.1016  0.000
H 1.1357 5.4424 4.0656  0.006

Computed properties:
- multiplicity = 2
- HOMO energy (spin up / spin down) (eV) = -1.4 / -3.4
- HOMO-LUMO gap (spin up / spin down) (eV) = 5.09 / 7.04
- charge = -2

ΔE to the lowest compared entry with this formula, charge and spin / eV: 0.000, 0.000